A molecular structure, C21H30N2O4S. Source: the OMol25 dataset; level of theory: ωB97M-V with the def2-TZVPD basis set.

- energy above the lowest of the compared OMol25 structures with the same formula, charge and spin (eV) = 23.446
- highest occupied orbital energy (eV) = -7.7
- net charge = 0
- orbital gap (hartree) = 0.2665
- E_LUMO (eV) = -0.4

The geometry in XYZ format:
```
58
Properties=species:S:1:pos:R:3:mulliken_charge:R:1
S -3.365 -2.754 2.736 -0.510
O -0.958 2.654 3.035 -0.694
O 3.108 5.573 -0.663 -0.405
O 4.167 2.764 -0.037 -0.318
O -0.472 -2.881 -1.551 -0.414
N -2.236 -0.679 1.816 0.047
N -2.295 -2.669 0.372 0.230
C -0.809 -0.014 3.631 -1.804
C -2.799 -3.918 0.304 -0.655
C 1.152 4.982 0.303 -0.485
C -0.058 -0.078 1.291 -1.278
C 4.565 5.058 -0.680 -0.606
C 1.937 2.620 0.997 -0.294
C -1.520 -2.038 -3.542 -1.138
C 2.323 4.664 0.257 0.254
C -2.356 -4.230 -1.398 -1.308
C 0.885 -2.674 -3.574 -1.647
C 0.436 4.243 1.313 -0.443
C -0.450 -2.031 -2.714 0.496
C 0.066 2.163 2.491 -0.163
C -2.753 -1.920 1.545 0.098
C -1.587 0.128 0.900 -0.899
C 2.804 3.283 0.461 -0.125
C 0.949 2.918 1.689 0.894
C -2.358 -0.077 3.200 -0.749
C 0.038 0.750 2.505 0.679
C 4.627 3.670 -0.820 -0.225
C -0.778 -4.215 -1.826 -0.921
H 5.064 5.338 0.278 0.293
H 1.672 -2.839 -3.154 0.708
H 0.163 -1.118 -2.402 0.227
H 0.804 6.001 0.018 0.365
H -2.765 0.952 2.828 0.300
H -2.695 -5.511 -1.332 0.221
H 5.723 3.341 -0.894 0.296
H -0.906 0.438 4.365 1.310
H -0.816 -4.541 -2.644 0.873
H -3.038 -0.737 3.857 0.393
H -1.694 -0.217 -0.332 -0.134
H 2.628 1.602 1.504 0.094
H -0.644 4.495 1.591 0.344
H 0.656 -3.619 -3.957 0.424
H -0.402 -1.088 3.733 0.291
H 0.321 -0.909 1.217 1.564
H -2.394 -1.562 -2.932 0.271
H 4.061 3.429 -1.967 0.204
H -0.129 -4.948 -0.945 0.196
H -3.829 -4.311 0.362 0.429
H -3.001 -3.775 -1.769 0.928
H 1.047 0.448 2.995 0.298
H -2.067 0.992 0.828 0.626
H 0.766 0.574 0.463 -0.034
H 1.081 -1.918 -4.522 0.259
H -2.043 -4.647 0.783 0.319
H 5.214 5.553 -1.334 0.440
H -1.451 -1.409 -4.503 0.404
H -1.989 -3.022 -3.986 0.232
H -1.600 -2.281 -0.191 0.241
```

---

A molecular structure, C33H35AuCl2N3O5SSi. Source: the OMol25 dataset; level of theory: ωB97M-V with the def2-TZVPD basis set.

- energy above the lowest of the compared OMol25 structures with the same formula, charge and spin (eV) = 1.277
- highest occupied orbital energy (eV) = -5.5
- net charge = -1
- orbital gap (hartree) = 0.2960
- E_LUMO (eV) = 2.5

The geometry in XYZ format:
```
81
Properties=species:S:1:pos:R:3:mulliken_charge:R:1
Au 0.786 0.173 0.977 1.231
Cl 3.536 -0.099 -5.629 -0.201
Cl -0.161 -0.712 -1.773 0.207
S 0.126 -2.835 1.523 0.235
Si -2.746 0.234 0.900 -0.715
O 2.934 2.907 0.888 -0.719
O -1.343 0.663 0.261 0.167
O 1.357 1.739 -0.227 -0.526
O 3.700 -0.888 0.239 -0.499
O 0.466 -3.188 0.152 -0.408
N 2.300 0.511 -2.879 -0.202
N 5.297 0.414 1.181 -0.465
N 0.231 -1.444 2.051 -0.178
C 1.087 -3.092 -4.703 -0.684
C -4.077 2.428 -0.161 -1.848
C -4.059 1.415 4.748 -0.801
C 2.428 -1.104 -4.738 0.665
C -2.010 2.556 4.255 -0.754
C -5.544 0.436 0.191 -1.851
C 0.438 -2.614 -3.576 -0.795
C 2.118 0.500 2.511 -1.690
C 2.383 2.530 -0.135 0.501
C 2.904 2.985 -1.505 -1.576
C -3.237 -3.620 2.509 -0.794
C 4.671 -0.132 -2.810 -0.160
C 2.065 -2.316 -5.305 -0.490
C 3.384 -0.323 2.530 -0.466
C 5.297 2.307 -1.703 -0.489
C 0.814 -1.405 -3.020 0.331
C -3.128 -2.242 2.374 0.075
C -1.956 1.912 3.025 -0.467
C 4.125 -0.290 1.207 0.398
C -4.144 0.896 -0.223 2.162
C 3.646 0.780 -2.560 0.457
C -3.065 2.309 5.121 -0.446
C -3.881 0.458 -1.667 -1.624
C -2.976 -1.637 1.123 0.790
C -3.994 0.776 3.518 -0.190
C -3.022 -3.862 0.135 -0.813
C 3.964 2.009 -1.960 0.623
C -2.919 -2.484 0.010 -0.095
C -3.186 -4.436 1.388 -0.496
C 6.319 1.418 -2.003 -0.863
C -2.942 1.006 2.626 0.712
C 5.990 0.183 -2.542 -0.723
C 1.887 -0.658 -3.526 -0.332
H 4.430 -1.110 -3.199 0.592
H -4.069 -0.610 -1.802 0.302
H 4.025 0.065 3.329 0.368
H -4.886 1.213 5.420 0.375
H -5.805 0.787 1.191 0.288
H -2.758 -2.061 -0.975 -0.034
H 2.317 1.563 2.418 0.663
H 6.762 -0.547 -2.746 0.348
H -4.299 2.800 0.843 0.349
H -5.630 -0.654 0.177 0.297
H -1.139 2.117 2.342 0.466
H -4.774 0.066 3.262 0.373
H 1.510 0.282 3.387 0.506
H 2.538 -2.625 -6.226 0.404
H 5.362 1.187 1.825 0.288
H -3.259 -5.512 1.491 0.353
H -2.850 0.667 -1.962 0.100
H -3.346 -4.059 3.494 0.363
H -1.231 3.255 4.535 0.408
H -4.805 2.869 -0.854 0.521
H 3.158 -1.364 2.762 0.312
H 2.076 3.046 -2.211 0.340
H -2.959 -4.491 -0.745 0.343
H 5.529 3.264 -1.249 0.317
H -3.113 2.807 6.082 0.364
H 7.351 1.681 -1.808 0.321
H -3.137 -1.628 3.266 0.427
H 1.650 0.835 -2.167 0.145
H -0.365 -3.169 -3.110 0.482
H 0.808 -4.044 -5.133 0.386
H 5.616 0.623 0.242 0.216
H -6.293 0.842 -0.502 0.506
H -4.550 0.995 -2.352 0.512
H 3.357 3.967 -1.390 0.540
H -3.082 2.785 -0.438 0.265
```

---

> Which formula does entry 2 have?

C33H35AuCl2N3O5SSi